Record 1
{
  "formula": "C4H9NOS",
  "method": "wB97M-V/def2-TZVPD",
  "s2": 0.7532,
  "total_charge": 1,
  "e_homo_ev": [-14.065, -14.041],
  "e_above_lowest_kj_mol": 66.87,
  "multiplicity": 2,
  "elements": ["S", "O", "N", "C", "C", "C", "C", "H", "H", "H", "H", "H", "H", "H", "H", "H"],
  "xyz": [[0.34920, 2.42987, 0.27909], [-1.78423, 0.27953, -2.57388], [-1.17038, -0.43517, -0.51016], [0.80013, 1.07729, 1.37854], [-0.11834, -1.01346, 0.30472], [-1.13390, -0.44813, -1.89386], [1.11742, -0.16849, 0.53655], [0.21050, -1.95182, -0.16315], [1.64365, 0.12836, -0.38333], [-0.02391, 0.83031, 2.04990], [-0.60940, -1.44001, 1.18344], [-0.46495, -1.24340, -2.27191], [1.90842, -0.83576, 0.89785], [1.70886, 1.37724, 1.90525], [-0.33997, 1.68237, -0.61010], [-2.09310, -0.26874, -0.12894]],
  "atomic_forces_ev_per_a": [[0.1, 0.1, 0.5], [-0.5, 0.5, -0.5], [0.0, 0.8, 0.3], [1.1, -0.7, -0.4], [-0.5, -1.9, -0.9], [0.5, -0.9, 0.4], [0.0, -0.1, -0.5], [0.1, 0.2, -0.3], [-0.6, 0.1, -0.3], [0.0, 0.5, 0.2], [0.4, 0.6, 0.5], [0.2, 0.3, -0.2], [-0.3, 0.4, 1.0], [-0.4, 0.4, 0.3], [-0.2, -0.2, -0.1], [0.2, 0.2, 0.2]]
}


Record 2
{
  "formula": "C8H15LiO2S3",
  "method": "wB97M-V/def2-TZVPD",
  "total_charge": 0,
  "e_homo_ev": -7.433,
  "e_above_lowest_kj_mol": 0.00,
  "multiplicity": 1,
  "elements": ["S", "S", "S", "O", "O", "C", "C", "C", "C", "C", "C", "C", "C", "Li", "H", "H", "H", "H", "H", "H", "H", "H", "H", "H", "H", "H", "H", "H", "H"],
  "xyz": [[-0.05733, -0.63388, 1.89927], [1.02221, 2.56276, 0.44256], [2.09104, -1.06084, -0.69745], [-3.32478, -1.03283, -2.08392], [-1.55884, 0.04507, -1.41713], [1.36070, 1.68250, -1.10998], [-0.62497, 1.99305, 0.95477], [1.74082, -0.42084, 2.04799], [-4.01941, -2.27175, -2.12459], [-2.11951, -1.07094, -1.46932], [2.51207, -1.26873, 1.04815], [-0.66061, 1.05640, 2.15468], [2.50739, 0.66979, -1.07002], [-0.39300, -1.12980, -0.56367], [1.63283, 2.45669, -1.82865], [-1.69873, 0.92422, 2.46568], [2.34397, -2.33343, 1.22596], [1.96436, 0.63242, 1.89764], [2.96360, 0.61964, -2.05968], [-4.84831, -2.25187, -1.41547], [-0.12615, 1.47525, 3.00861], [-1.17900, 2.89542, 1.22068], [3.29240, 0.97984, -0.37805], [3.58228, -1.09478, 1.17300], [0.43519, 1.23038, -1.46802], [2.04789, -0.70234, 3.05651], [-4.41465, -2.40588, -3.13058], [-3.34612, -3.09155, -1.87559], [-1.12536, 1.54601, 0.09662]],
  "atomic_forces_ev_per_a": [[0.0, 0.0, 0.0], [0.0, 0.0, 0.0], [0.0, 0.0, 0.0], [0.0, 0.0, 0.0], [0.0, 0.0, 0.0], [0.0, 0.0, 0.0], [0.0, 0.0, 0.0], [0.0, 0.0, 0.0], [0.0, 0.0, 0.0], [0.0, 0.0, 0.0], [0.0, 0.0, 0.0], [0.0, 0.0, 0.0], [0.0, 0.0, 0.0], [0.0, 0.0, 0.1], [0.0, 0.0, 0.0], [0.0, 0.0, 0.0], [0.0, 0.0, 0.0], [0.0, 0.0, 0.0], [0.0, 0.0, 0.0], [0.0, 0.0, 0.0], [0.0, 0.0, 0.0], [0.0, 0.0, 0.0], [0.0, 0.0, 0.0], [0.0, 0.0, 0.0], [0.0, 0.0, 0.0], [0.0, 0.0, 0.0], [0.0, 0.0, 0.0], [0.0, 0.0, 0.0], [0.0, 0.0, 0.0]]
}


Record 3
{
  "formula": "C6H23NO5",
  "method": "wB97M-V/def2-TZVPD",
  "total_charge": 0,
  "e_homo_ev": -8.853,
  "e_above_lowest_kj_mol": 137.40,
  "multiplicity": 1,
  "elements": ["O", "O", "O", "O", "O", "N", "C", "C", "C", "C", "C", "C", "H", "H", "H", "H", "H", "H", "H", "H", "H", "H", "H", "H", "H", "H", "H", "H", "H", "H", "H", "H", "H", "H", "H"],
  "xyz": [[3.33073, -0.32288, -1.47221], [-2.63334, 1.01480, -0.79187], [-2.62134, 0.53439, 1.91498], [0.07871, -1.11690, -2.41667], [0.75101, 3.14875, 0.46721], [1.01167, 0.88818, -0.15793], [0.54524, 2.17336, -0.57104], [0.35117, -1.40758, 0.62063], [-0.91005, -3.39742, -0.34519], [0.90290, 0.44388, 2.27099], [-1.03868, -2.10064, 0.48409], [0.31035, 0.11827, 0.86608], [0.54079, -0.38060, 2.90501], [-0.95347, -4.30168, 0.26615], [-2.20485, 1.31368, 2.29793], [1.97922, 0.68038, 2.32046], [0.02394, -3.39387, -0.89911], [0.65981, -0.44216, -2.02108], [0.87024, -1.99948, 1.39289], [2.01778, 0.89089, -0.10511], [3.48174, 0.03865, -2.35869], [1.14081, 2.46111, -1.44160], [0.42766, 1.32921, 2.67729], [-1.72219, -3.54212, -1.06899], [-2.33614, 0.49975, 0.98980], [-1.80165, 0.81501, -1.27031], [3.77842, -1.17436, -1.53956], [-1.69564, -1.48075, -0.13495], [0.93381, 3.98602, 0.03918], [-1.51580, -2.24495, 1.44314], [0.94945, -1.55072, -0.27720], [-3.25428, 0.38673, -1.18533], [-0.50966, 2.19359, -0.88032], [0.62181, -1.89327, -2.28887], [-0.77142, 0.30701, 0.74298]],
  "atomic_forces_ev_per_a": [[0.3, -0.2, -0.7], [0.7, -0.4, -0.8], [-0.1, -0.2, 0.5], [0.3, 0.6, -0.2], [-0.1, -0.1, -0.1], [-0.9, 0.0, -1.3], [0.4, -0.2, 0.3], [0.1, -0.8, 0.1], [-0.5, -0.5, 0.5], [-1.7, -0.1, 0.1], [0.6, 0.3, -1.7], [0.8, -0.1, 0.6], [0.8, 0.3, 0.2], [0.3, 0.0, 0.1], [0.0, 0.0, -0.2], [-0.4, -0.8, -0.3], [0.1, -0.2, 0.0], [-0.3, 0.2, 0.1], [0.1, 0.6, 0.0], [0.0, -0.3, 0.2], [-0.2, 0.1, 0.3], [0.0, 0.1, -0.1], [-0.1, 0.4, 0.0], [0.1, 0.3, 0.1], [-0.6, 0.4, 0.2], [-0.6, 0.1, 0.2], [0.0, 0.0, 0.3], [0.1, 0.3, 0.4], [0.0, 0.3, 0.1], [-0.1, 0.0, 0.2], [-0.2, -0.2, 0.0], [-0.1, 0.1, 0.1], [0.2, -0.2, 0.3], [-0.1, -0.5, -0.1], [1.1, 0.6, 0.5]]
}


Record 4
{
  "formula": "H2I2O2P",
  "method": "wB97M-V/def2-TZVPD",
  "total_charge": 1,
  "e_homo_ev": -14.550,
  "e_above_lowest_kj_mol": 40.44,
  "multiplicity": 1,
  "elements": ["I", "I", "P", "O", "O", "H", "H"],
  "xyz": [[1.51377, 1.97242, -0.13744], [1.51557, -1.96219, -0.12919], [0.20378, 0.04678, -0.14744], [-0.68869, -0.21230, 1.06891], [-0.64174, 0.09806, -1.39698], [-1.55878, -0.05244, -1.11799], [-0.34390, 0.10966, 1.86013]],
  "atomic_forces_ev_per_a": [[0.0, 0.1, 0.2], [0.0, 0.5, -0.3], [4.0, -1.3, 0.4], [-2.2, -0.2, -1.2], [-1.9, 0.0, -1.1], [-0.7, -0.1, -0.8], [0.7, 0.9, 2.8]]
}


Record 5
{
  "formula": "C5H10N",
  "method": "wB97M-V/def2-TZVPD",
  "total_charge": 1,
  "e_homo_ev": -14.278,
  "e_above_lowest_kj_mol": 342.27,
  "multiplicity": 1,
  "elements": ["N", "C", "C", "C", "C", "C", "H", "H", "H", "H", "H", "H", "H", "H", "H", "H"],
  "xyz": [[-0.50052, 1.58122, 0.99401], [-1.04528, -1.33611, 0.53708], [-0.03161, -1.65318, 0.02259], [-0.36032, 1.57771, -1.34245], [1.24600, -2.24509, -0.22311], [0.27688, 1.47350, -0.20439], [-0.87496, 0.57445, 1.08383], [-2.08153, -1.25410, 0.87517], [0.12429, 1.07764, -2.15130], [-1.14553, 2.23510, -1.59665], [1.38990, -3.17695, 0.31388], [1.28633, -2.32175, -1.25456], [-0.06989, 2.05030, 1.84546], [2.03022, -1.52217, 0.27409], [-1.31045, 2.21408, 0.88550], [1.06646, 0.72534, -0.05915]],
  "atomic_forces_ev_per_a": [[-1.2, 1.7, 2.2], [-3.8, 0.9, 1.1], [1.3, -1.2, 0.7], [1.7, 0.3, -0.9], [1.6, 2.0, 2.3], [0.2, -1.8, -0.1], [0.6, 1.0, 0.8], [0.8, 0.0, -0.3], [0.2, 0.1, -0.7], [-1.2, 0.3, 0.2], [-0.3, -0.2, -0.2], [1.2, -0.5, -2.0], [0.0, -1.5, -1.0], [-1.1, -1.3, -1.5], [0.1, -0.5, -0.5], [0.0, 0.8, -0.2]]
}


Record 6
{
  "formula": "C25H22I2N3OPtS",
  "method": "wB97M-V/def2-TZVPD",
  "total_charge": 3,
  "e_homo_ev": -16.755,
  "multiplicity": 1,
  "elements": ["Pt", "I", "I", "S", "O", "N", "N", "N", "C", "C", "C", "C", "C", "C", "C", "C", "C", "C", "C", "C", "C", "C", "C", "C", "C", "C", "C", "C", "C", "C", "C", "C", "C", "H", "H", "H", "H", "H", "H", "H", "H", "H", "H", "H", "H", "H", "H", "H", "H", "H", "H", "H", "H", "H", "H"],
  "xyz": [[-0.11390, -0.76632, 0.05731], [-7.38494, -1.47838, -2.34343], [-3.50184, -4.98173, 0.36014], [0.51992, -0.05221, 3.17858], [-1.77216, -2.43453, -0.47032], [0.92758, -0.85041, -1.67894], [-1.23107, 0.56870, -1.38542], [-0.18435, -1.03378, 2.02355], [-1.16155, 1.78258, 2.00531], [2.26277, -0.06491, 2.82878], [-4.47407, -0.85691, -2.04429], [-3.97403, -3.28529, -0.63390], [4.11494, 0.31413, 1.37610], [0.88242, 2.64530, 2.98455], [-1.53996, 3.07855, 1.68359], [-5.24461, -3.05186, -1.05240], [1.78422, -1.85798, -1.91344], [3.08540, -0.62091, 3.79587], [-0.71442, 4.15102, 1.99852], [-3.20393, -1.04877, -1.71021], [0.86937, 0.20770, -2.50529], [0.49530, 3.93270, 2.64552], [2.75839, 0.40710, 1.62069], [-0.15036, 1.22872, -2.14661], [-2.86499, -2.26219, -0.90290], [0.05543, 1.58458, 2.64270], [-2.12192, -0.18917, -2.31623], [2.63993, -0.70289, -3.80992], [2.65328, -1.81708, -2.97993], [1.72354, 0.31421, -3.57759], [4.45256, -0.70502, 3.54047], [4.96115, -0.25031, 2.33674], [-5.52285, -1.84332, -1.71914], [-1.03090, 5.16226, 1.77612], [6.02278, -0.33139, 2.13776], [-1.76747, 1.26949, -0.88450], [1.68545, 1.18598, -4.22146], [1.75599, -2.69305, -1.22876], [0.29582, 2.00313, -1.52168], [1.81467, 2.47898, 3.51583], [5.11012, -1.12668, 4.29045], [1.13257, 4.76874, 2.90911], [-2.51112, 3.25809, 1.23411], [2.11077, 0.90872, 0.91591], [3.33384, -2.64012, -3.15151], [-4.75437, 0.02597, -2.60777], [2.68010, -0.98072, 4.73725], [-0.53503, 1.71324, -3.04572], [-1.48491, -0.84573, -2.91037], [-0.26875, -1.98138, 2.37267], [-1.84732, 0.96107, 1.85940], [3.33558, -0.62665, -4.63555], [-2.59975, 0.50889, -3.00361], [4.52292, 0.69963, 0.44863], [-6.02620, -3.77979, -0.87481]],
  "atomic_forces_ev_per_a": [[0.2, 1.7, -0.3], [-0.2, 0.1, 0.0], [0.1, 0.0, 0.0], [0.3, 0.0, 0.1], [1.0, -1.1, 0.1], [-0.1, -0.2, 0.6], [0.2, -1.3, 0.5], [0.6, 0.1, -1.1], [-0.1, 0.1, 0.2], [-0.2, -0.2, 0.1], [-0.9, -0.1, 0.0], [0.4, 0.1, 0.2], [0.1, -0.1, 0.1], [0.2, -0.1, 0.1], [-0.1, 0.0, 0.0], [-0.1, 0.3, -0.2], [-0.1, 0.1, 0.0], [0.0, -0.1, 0.1], [0.0, 0.0, 0.0], [0.4, -0.3, 0.1], [0.1, -0.1, 0.0], [0.0, 0.1, 0.0], [0.2, 0.2, 0.0], [0.0, 0.4, -0.1], [-1.7, 0.1, -0.5], [-0.1, -0.1, -0.1], [0.1, 0.0, 0.3], [0.0, 0.0, 0.0], [0.1, 0.0, -0.2], [0.2, 0.0, -0.2], [-0.1, 0.0, 0.1], [0.0, 0.0, -0.1], [0.2, 0.1, -0.1], [0.0, 0.0, 0.0], [0.0, 0.1, 0.0], [0.0, 0.0, 0.2], [0.0, -0.1, 0.0], [0.0, 0.0, 0.1], [-0.1, 0.0, 0.1], [-0.1, 0.0, -0.1], [0.0, 0.0, -0.1], [-0.1, -0.1, 0.0], [0.1, 0.0, 0.0], [-0.1, 0.0, -0.1], [0.0, 0.0, 0.0], [-0.2, -0.1, 0.0], [0.0, 0.0, -0.1], [-0.1, 0.0, 0.0], [0.1, 0.0, 0.0], [-0.4, 0.0, 0.4], [0.0, -0.1, -0.1], [0.0, 0.0, 0.0], [0.0, 0.1, 0.0], [0.0, 0.0, 0.1], [0.0, 0.1, 0.0]]
}


- Which of these has the highest multiplicity?
  C4H9NOS